# C23H32N5O4P2W

A structure of composition C23H32N5O4P2W at a distorted geometry (ωB97M-V/def2-TZVPD, the OMol25 dataset).

Each line ends with the natural charge from an NBO analysis.
Positions of all 67 atoms, in Å:
W  0.102111  0.020632  0.689370  1.840
O  2.034087  2.729269  -1.505200  -0.711
C  3.177622  2.166471  -1.999714  0.360
C  3.912418  2.822355  -2.945340  -0.297
C  5.011939  2.170747  -3.457951  -0.110
C  5.377765  0.880637  -2.980726  -0.229
C  4.652965  0.304561  -1.934045  -0.112
C  3.519159  0.943953  -1.428699  -0.249
C  2.652495  0.433541  -0.395724  0.573
O  1.348425  0.174741  -0.717408  -0.697
N  3.075262  0.069874  0.780673  -0.286
N  1.955473  -0.589089  1.414046  -0.453
C  2.186605  -1.692195  2.066163  0.230
C  1.216521  -2.703093  2.318689  -0.239
C  1.739495  -3.920812  2.802684  -0.099
C  0.955356  -5.012056  2.954446  -0.209
C  -0.404461  -4.961514  2.639141  -0.099
C  -0.964603  -3.791614  2.176342  -0.250
C  -0.110273  -2.685475  1.981309  0.327
O  -0.658708  -1.644196  1.226260  -0.703
H  1.825720  3.576138  -1.896934  0.499
H  3.596118  3.727067  -3.349294  0.232
H  5.726244  2.598894  -4.148663  0.247
H  6.339923  0.451568  -3.330500  0.253
H  4.907234  -0.656539  -1.541501  0.230
H  3.172753  -1.972606  2.439017  0.245
H  2.800143  -3.878475  3.022342  0.235
H  1.376233  -6.011998  3.139397  0.263
H  -0.978419  -5.854018  2.804017  0.255
H  -2.040189  -3.752891  1.853909  0.250
C  1.657327  2.453357  3.439046  -1.020
P  -0.033381  1.805399  3.424595  1.886
C  -1.348196  2.934545  3.905206  -0.983
C  -0.152977  0.466451  4.596552  -1.020
O  -0.446307  1.493730  1.918899  -1.043
H  1.766102  3.121114  4.321108  0.300
H  2.053013  3.025234  2.596427  0.299
H  2.356432  1.677476  3.589820  0.276
H  -2.334297  2.535977  3.806491  0.280
H  -1.279359  3.891077  3.405581  0.281
H  -1.194449  3.108488  4.956591  0.273
H  0.592622  0.580502  5.372129  0.298
H  0.000202  -0.546447  4.023314  0.267
H  -1.097757  0.498323  5.125357  0.292
C  -3.026010  0.991638  -3.735833  -0.064
N  -3.941578  1.002343  -2.472320  -0.410
C  -4.532848  -0.491094  -2.522586  -0.054
N  -3.504021  -1.464063  -2.358555  -0.429
C  -2.632372  -1.366155  -3.525633  -0.082
N  -2.041474  -0.040955  -3.703865  -0.418
C  -1.010319  0.221319  -2.693540  -0.503
P  -1.735147  0.106642  -0.999022  0.798
C  -3.168072  1.306991  -1.225010  -0.512
C  -2.753857  -1.457680  -1.120671  -0.490
H  -2.605314  2.015841  -3.783284  0.236
H  -3.721451  0.864916  -4.612838  0.249
H  -4.705558  1.613753  -2.750659  0.453
H  -5.088064  -0.522079  -3.538540  0.259
H  -5.310005  -0.537223  -1.735875  0.242
H  -3.344327  -1.443322  -4.348597  0.225
H  -1.953868  -2.218640  -3.533357  0.246
H  -0.652979  1.213447  -2.718138  0.245
H  -0.150870  -0.475035  -2.824233  0.277
H  -2.840773  2.380704  -1.181802  0.273
H  -3.882122  1.153215  -0.426117  0.256
H  -3.445062  -1.553953  -0.280355  0.257
H  -1.998294  -2.289713  -1.066389  0.264

Forces on atoms 1 to 3 (eV/Å):
-0.5469 -0.1593 1.1737
-0.7081 -0.1983 0.6267
-1.0160 0.4134 0.5972

Its multiplicity is 3. For the frontier orbital gap (alpha / beta), the calculation gives 6.738 / 5.781 eV. The charge is +3. The HOMO energy (alpha / beta) comes out at -0.5684 / -0.5684 hartree. As for the LUMO energy (alpha / beta): -8.7 / -9.7 eV.

# C13H36ClIInP3

A structure of composition C13H36ClIInP3 at a distorted geometry (ωB97M-V/def2-TZVPD, the OMol25 dataset).

Each line ends with the Löwdin charge.
Positions of all 55 atoms, in Å:
C  2.553629  -0.557942  -0.014423  -0.070
I  -1.222623  2.750454  -1.824246  0.743
H  3.471887  -0.294304  -0.545526  0.030
H  2.265002  -1.596817  -0.216353  0.020
H  2.664144  -0.390134  1.063877  0.025
In  1.051561  0.958397  -0.912236  -0.105
P  0.590995  -0.586234  -2.959506  0.735
C  -0.771488  -1.768379  -2.718221  -0.226
C  0.195129  0.484442  -4.380850  -0.264
H  0.338760  -0.074875  -5.315669  0.075
H  1.979320  -2.023850  -4.329277  0.073
H  0.871459  1.349187  -4.344931  0.028
H  2.954666  -0.815458  -3.429107  0.054
H  -1.685242  -1.204717  -2.476905  0.047
H  -0.838250  0.844051  -4.291870  0.021
C  2.111175  -1.517469  -3.364269  -0.218
H  -0.923205  -2.346810  -3.639042  0.081
H  2.323387  -2.261581  -2.584297  0.054
H  -0.526319  -2.449034  -1.890073  0.026
P  1.467632  2.678702  1.010308  0.732
C  0.377129  2.493956  2.454669  -0.231
C  3.192573  2.552880  1.597760  -0.219
H  1.665230  4.369516  -0.668107  0.027
H  1.725792  5.088550  0.986735  0.076
H  0.154098  4.563271  0.258723  0.017
C  1.228458  4.354519  0.338600  -0.268
H  3.863200  2.551479  0.727398  0.054
H  3.421388  3.413381  2.239513  0.074
H  0.538576  3.306533  3.176815  0.081
H  0.593430  1.522488  2.920383  0.038
H  3.336602  1.623715  2.165669  0.055
H  -0.663850  2.512856  2.100847  0.050
Cl  2.769437  2.098064  -2.215953  0.039
C  -0.467673  -3.509745  0.718361  -0.137
C  -1.591307  -2.501380  0.501640  -0.407
P  -0.989467  -0.754743  0.696067  0.947
C  -2.531979  0.183670  0.252443  -0.462
C  -3.860087  -0.277614  0.833679  -0.120
C  -0.867970  -0.664265  2.547569  -0.402
C  -1.666723  -1.627097  3.412847  -0.126
H  0.325146  -3.403451  -0.035407  0.057
H  -0.869199  -4.528132  0.638332  0.096
H  -0.018487  -3.401349  1.711405  0.071
H  -2.050938  -2.611445  -0.492097  0.074
H  -2.411188  -2.661901  1.215431  0.080
H  -2.348132  1.241607  0.490468  0.025
H  -2.584863  0.122133  -0.849488  0.036
H  -3.909421  -0.200154  1.925697  0.076
H  -4.663187  0.355550  0.437736  0.089
H  -4.095156  -1.305233  0.535421  0.080
H  0.208634  -0.843162  2.712880  0.075
H  -1.106690  0.363812  2.843939  0.058
H  -1.382835  -2.665491  3.209349  0.068
H  -1.437281  -1.423079  4.468294  0.095
H  -2.754880  -1.517365  3.304998  0.075

Forces on atoms 1 to 3 (eV/Å):
1.7114 -1.6962 0.9972
-0.2402 0.0990 -0.0849
-0.3795 0.3674 -0.2054

As for the relative energy (zero: lowest compared OMol25 entry of this formula, charge and spin): 0.0 kcal/mol. For the frontier orbital gap (alpha / beta), the calculation gives 5.417 / 4.823 eV. The charge is +2. The HOMO energy (alpha / beta) comes out at -0.5439 / -0.5496 hartree. As for the LUMO energy (alpha / beta): -9.4 / -10.1 eV.

# C3H5N3S

A structure of composition C3H5N3S at a distorted geometry (ωB97M-V/def2-TZVPD, the OMol25 dataset).

Each line ends with the natural charge from an NBO analysis.
Positions of all 12 atoms, in Å:
C  0.675765  0.138683  -0.151421  -0.147
C  0.085097  1.353950  0.045932  -0.021
C  -1.565348  -0.308020  0.105558  0.511
H  2.653942  -0.932533  1.052656  0.156
H  0.603392  2.291616  0.034694  0.242
H  -2.134471  1.709137  -0.489022  0.417
H  -2.730860  -1.631884  -0.331986  0.328
H  -0.148015  -1.710502  -0.498861  0.378
N  -1.311977  1.013784  0.236601  -0.591
N  -2.822594  -0.585913  -0.346931  -0.709
N  -0.321962  -0.895805  0.548951  -0.578
S  2.361166  -0.222374  -0.177390  0.014

Forces on atoms 1 to 3 (eV/Å):
-1.1089 0.3602 4.3397
-1.2171 -3.4657 -0.9520
-3.4624 1.1320 -0.7439

As for the relative energy (zero: lowest compared OMol25 entry of this formula, charge and spin): 121.3 kcal/mol. For the frontier orbital gap, the calculation gives 8.656 eV. The HOMO energy comes out at -0.3105 hartree. As for the LUMO energy: 0.2 eV.

# C2H8N2O2

The molecule C2H8N2O2 at a distorted geometry (ωB97M-V/def2-TZVPD, the OMol25 dataset).

Each line ends with the natural charge from an NBO analysis.
Positions of all 14 atoms, in Å:
C  1.889750  -0.764290  0.000928  -0.249
O  0.704214  -1.295695  0.479976  -0.457
N  -0.566114  -0.448558  -0.053781  0.183
N  -1.736234  -1.158333  -0.167849  -0.613
O  -0.669654  0.699266  0.795498  -0.406
C  -0.754608  1.952752  0.019728  -0.244
H  2.658284  -1.711633  -0.127848  0.170
H  2.515239  -0.173945  0.635008  0.165
H  1.768296  -0.252225  -0.919453  0.181
H  -1.953376  -1.656207  0.659470  0.337
H  -1.601234  -1.939841  -0.843470  0.371
H  -1.109382  2.633124  0.758300  0.199
H  -1.369611  1.907570  -0.853715  0.188
H  0.224435  2.208017  -0.382794  0.175

Forces on atoms 1 to 3 (eV/Å):
2.3664 -3.0563 -0.4233
-3.0842 0.6529 0.4750
3.0321 1.4490 -1.6278

As for the relative energy (zero: lowest compared OMol25 entry of this formula, charge and spin): 148.7 kcal/mol. For the frontier orbital gap, the calculation gives 10.173 eV. The HOMO energy comes out at -0.3330 hartree. As for the SMILES: CON(N)OC. As for the LUMO energy: 1.1 eV.

# C23H27ClN5O8S2

A cluster of 2 separate species, C23H27ClN5O8S2 in total at a distorted geometry (ωB97M-V/def2-TZVPD, the OMol25 dataset).

Each line ends with the natural charge from an NBO analysis.
Positions of all 66 atoms, in Å:
O  2.129837  2.340029  -0.815142  -0.573
O  -3.697037  -2.042960  -2.448856  -0.677
O  -0.831272  -5.935091  -2.462781  -0.640
O  -1.022017  4.026186  0.202871  -0.910
O  -2.203464  3.721549  2.305473  -0.910
O  1.360249  -2.535523  2.722185  -0.970
O  2.998539  -1.591263  4.317444  -0.887
Cl  0.061394  -0.230678  5.028070  0.081
O  2.059359  4.264147  0.438802  -0.497
C  1.822648  2.949715  0.206564  0.784
C  -3.784250  -3.220576  -2.119941  0.690
C  -1.028072  -5.351342  -3.525762  0.656
C  0.594681  -3.131164  -1.332744  -0.042
C  -0.470173  -2.564746  -1.978818  0.153
C  -0.545095  -1.901967  0.125089  0.252
C  0.895195  7.889931  3.350776  -0.167
C  0.811346  7.689668  1.970340  -0.213
C  0.426082  6.905869  4.226177  -0.225
C  0.266769  6.506328  1.466114  -0.176
C  -0.114031  5.717162  3.725199  -0.129
C  -0.117445  1.842309  3.292002  -0.211
C  1.928250  0.948889  1.640717  -0.092
C  0.549944  0.658443  3.606627  0.007
C  1.300286  2.166914  1.342485  -0.135
C  -0.176863  5.503075  2.340492  -0.327
C  0.218786  2.592976  2.152328  -0.219
C  1.552246  0.183859  2.754511  -0.367
N  0.534101  -2.699797  -0.017047  -0.464
N  -0.506254  -5.753360  -4.690902  -0.593
N  -2.883080  -4.144428  -2.460493  -0.612
N  3.466986  -1.603898  1.897520  -1.057
N  -1.167424  -1.800397  -1.065122  -0.469
C  2.655099  4.994647  -0.643739  -0.268
C  -4.896190  -3.667115  -1.200272  -0.712
C  0.334274  -6.940294  -4.871695  -0.424
C  -0.931079  -2.842446  -3.387357  -0.446
C  -1.867312  -4.064847  -3.533367  -0.110
S  -0.896938  3.969421  1.670704  2.105
S  2.284849  -1.445145  3.055417  2.248
H  1.291036  -3.849127  -1.751958  0.257
H  -0.891161  -1.471195  1.061303  0.255
H  1.313600  8.813091  3.742695  0.229
H  1.158813  8.459684  1.287989  0.229
H  0.477151  7.069331  5.298710  0.231
H  0.186302  6.370253  0.389108  0.244
H  -0.490806  4.970193  4.420397  0.223
H  -0.943172  2.154160  3.929770  0.276
H  2.720544  0.609699  0.974576  0.260
H  1.123547  -3.010556  0.759373  0.482
H  -0.719988  -5.211636  -5.513700  0.399
H  -2.977160  -5.049694  -2.017077  0.427
H  3.801214  -2.554345  2.003201  0.416
H  4.201334  -0.963104  2.174138  0.398
H  -2.059592  -1.344517  -1.269042  0.486
H  2.013085  4.964039  -1.531157  0.207
H  2.792558  6.041100  -0.354719  0.208
H  3.635431  4.580591  -0.903414  0.204
H  -5.435777  -4.496204  -1.656562  0.238
H  -5.585827  -2.837110  -1.045785  0.254
H  -4.481022  -3.982044  -0.244447  0.234
H  -0.218212  -7.710308  -5.413472  0.213
H  0.642505  -7.352220  -3.907583  0.242
H  1.227692  -6.682249  -5.442983  0.211
H  -0.057458  -2.963341  -4.030711  0.243
H  -1.461190  -1.957928  -3.746551  0.265
H  -2.376372  -4.000644  -4.495970  0.220

Forces on atoms 1 to 3 (eV/Å):
-0.3914 1.4110 1.3037
0.3551 0.2906 -0.3875
-0.1495 0.2300 -0.3688

For the frontier orbital gap, the calculation gives 8.685 eV. The charge is +1. The HOMO energy comes out at -0.4373 hartree. As for the LUMO energy: -3.2 eV.

# C5H8O

The molecule C5H8O (ωB97M-V/def2-TZVPD, the OMol25 dataset).

Each line ends with the natural charge from an NBO analysis.
Positions of all 14 atoms, in Å:
O  -0.834688  -0.573543  -1.847065  -0.708
C  -0.093709  -0.909575  -0.699846  0.104
C  1.233263  -0.137854  -0.423824  -0.423
C  0.638569  0.377882  0.882658  -0.213
C  -0.681234  1.054057  0.685627  -0.431
C  -0.622619  -0.444246  0.657211  -0.258
H  -1.354540  0.214439  -1.647660  0.465
H  0.063818  -1.989841  -0.750500  0.183
H  1.551865  0.585121  -1.182001  0.206
H  2.050605  -0.840307  -0.231550  0.212
H  1.194268  0.507658  1.805627  0.218
H  -0.897910  1.638034  -0.210268  0.196
H  -1.127164  1.468568  1.586270  0.228
H  -1.170662  -1.054815  1.368010  0.222

Forces on atoms 1 to 3 (eV/Å):
-0.2086 0.0898 -0.0229
0.1602 -0.2202 0.1925
0.0918 0.0475 -0.0830

As for the relative energy (zero: lowest compared OMol25 entry of this formula, charge and spin): 43.7 kcal/mol. For the frontier orbital gap, the calculation gives 10.934 eV. The HOMO energy comes out at -0.3627 hartree. As for the SMILES: O[C@H]1C[C@H]2C[C@H]21. As for the LUMO energy: 1.1 eV.

no.,total energy (eV)
1,-60389.0950
2,-67713.5880
3,-18492.6366
4,-9273.4611
5,-82306.8002
6,-7360.3614